No. 1
Computed, not measured: a molecular structure, C4H7N2 in a non-equilibrium geometry, with ωB97M-V with the def2-TZVPD basis set.

Geometry as XYZ:
```
13
C4H7N2 | the OMol25 dataset | ωB97M-V with the def2-TZVPD basis set
C 1.159 0.941 1.424
C 0.522 0.174 0.657
C -0.813 -0.141 -0.855
C 0.992 -0.477 1.962
N -1.473 0.845 -1.293
N -0.463 -1.160 -1.546
H 1.753 1.847 1.462
H 1.831 -1.242 1.990
H 0.236 -0.331 2.753
H -1.572 1.614 -0.652
H -1.785 0.925 -2.190
H 0.302 -1.726 -1.135
H -0.689 -1.269 -2.577
```

Values from the calculation:
Spin multiplicity: 1
HOMO (eV): -14.2
DFT total energy (eV): -7229.894
Total charge: +1

Mulliken atomic charge list, values in e, 4 entries: -0.0265 -0.3626 0.6945 -0.4388

---

No. 2
Computed, not measured: 2 unconnected molecules or ions with the total composition C9H22BO7P2 in a non-equilibrium geometry, with ωB97M-V with the def2-TZVPD basis set.

Geometry as XYZ:
```
41
C9H22BO7P2 | the OMol25 dataset | ωB97M-V with the def2-TZVPD basis set
C 0.282 -2.343 -0.936
P 0.514 -1.191 -2.378
O -0.800 -1.547 -3.425
B 0.122 0.653 -1.755
O -0.028 1.580 -2.896
C 1.054 1.155 -0.519
C 2.492 1.574 -0.939
C 2.980 1.078 -2.296
O 2.623 2.511 -1.950
C -1.461 0.527 -1.082
P -2.687 1.572 -1.877
O -2.510 3.019 -1.795
O -2.924 1.051 -3.396
O -4.111 1.194 -1.107
H 1.151 -2.998 -0.849
H -0.574 -2.994 -1.159
H 0.096 -1.824 0.005
H -1.536 -1.861 -2.881
H 0.001 1.079 -3.717
H 0.670 1.991 0.080
H 1.312 0.305 0.146
H 3.249 1.599 -0.146
H 4.060 1.106 -2.446
H 2.391 1.118 -3.203
H -1.838 -0.515 -1.128
H -1.447 0.779 -0.013
H -3.081 0.099 -3.344
H -3.953 0.339 -0.688
C 0.157 -1.576 4.109
C 0.228 -0.081 4.387
C 0.912 0.436 3.129
O 0.530 -0.437 2.063
C -0.106 -1.598 2.610
H -0.611 -2.095 4.682
H 1.121 -2.043 4.328
H -0.781 0.331 4.461
H 0.768 0.174 5.299
H 2.003 0.399 3.226
H 0.620 1.456 2.880
H -1.178 -1.533 2.395
H 0.292 -2.490 2.125
```

Values from the calculation:
Spin multiplicity: 1
HOMO (eV): -3.7
DFT total energy (eV): -43279.000
Total charge: -1

Mulliken atomic charge list, values in e, 4 entries: -0.7123 -0.1836 -0.4777 0.8675